No. 1
ORCA calculation (wB97M-V/def2-TZVPD) on an isolated ion of composition C6H20N7 and charge +1 in a non-equilibrium geometry.

Values from the calculation:
- lowest unoccupied orbital energy (eV) = -2.37
- M (g mol⁻¹) = 190.28
- gap between HOMO and LUMO (eV) = 9.5310
- SMILES = CN1[N@@H+](N)C(C)(C)[C@@H](N)[C@]1(N)NN

The geometry in ORCA input format:
```
! wB97M-V def2-TZVPD RIJCOSX def2/J DEFGRID3
* xyz 1 1
C -1.03618 -0.63490 0.40053
C -0.29297 0.47808 1.20702
C -0.05515 -0.92005 -0.88507
C -1.29516 1.53806 1.58069
C 0.46641 0.04006 2.45158
C 0.88760 0.87201 -2.35811
N 0.14680 0.50580 -1.18483
N -2.36963 -0.15109 -0.00407
N -0.85493 -1.62670 -1.86813
N 1.37204 -2.54204 0.42774
N 0.88511 2.41549 -0.17910
N 1.28152 -1.59995 -0.60438
N 0.69529 1.03903 0.06073
H -1.09113 -1.53042 1.08310
H -0.66265 2.41898 1.94847
H -1.85908 0.98846 2.44991
H -2.02530 1.76593 0.83143
H 1.51629 -0.42966 2.24254
H -0.17087 -0.58883 3.12542
H 0.58829 0.82969 3.21651
H 0.52756 1.86946 -2.58879
H 1.94127 0.59429 -2.33625
H 0.54187 0.16195 -3.25507
H -2.31172 0.17666 -0.98007
H -3.12933 -0.77025 0.16366
H -0.75292 -1.05690 -2.73503
H -0.52073 -2.54941 -1.88155
H 2.37217 -2.78336 0.43819
H 0.57277 -3.28842 0.38290
H 0.19853 2.96164 -0.66974
H 1.07924 3.03032 0.55206
H 1.81923 -1.87415 -1.42158
H 1.53577 0.66022 0.38928
*
```

Here are the Löwdin charges for atoms 1 to 6, given in e: -0.21, -0.42, -0.44, -0.05, -0.04, -0.05

***

No. 2
ORCA calculation (wB97M-V/def2-TZVPD) on C44H48BCuO6PS4 as an isolated structure.

Values from the calculation:
- expectation value of S² = 0.77
- lowest unoccupied orbital energy (spin up / spin down) (eV) = 4.23 / 4.23
- M (g mol⁻¹) = 906.46
- gap between HOMO and LUMO (spin up / spin down) (eV) = 3.8760 / 6.3760
- relative energy (zero: lowest compared OMol25 entry of this formula, charge and spin) (eV) = 0.000

The geometry in ORCA input format:
```
! wB97M-V def2-TZVPD RIJCOSX def2/J DEFGRID3
* xyz -2 2
Cu -0.09023 -2.35554 -1.42967
C -5.13928 -5.10306 -2.79146
C -3.73496 -5.65487 -2.66349
O -3.27695 -5.45318 -1.33507
P -1.89314 -4.60471 -1.12719
S -0.40680 -5.65093 -1.85128
S -2.28051 -2.74071 -1.73643
O -1.90577 -4.54749 0.47969
C -1.47130 -5.63708 1.28434
C -2.65069 -6.16707 2.07477
H -5.48864 -5.18505 -3.82298
H -5.14366 -4.05191 -2.50509
H -5.83291 -5.64216 -2.14500
H -3.06595 -5.16582 -3.37727
H -3.70385 -6.72960 -2.86618
H -0.68956 -5.25059 1.94265
H -1.02772 -6.41314 0.65454
H -3.08108 -5.38275 2.69750
H -2.33643 -6.99102 2.72027
H -3.42180 -6.52623 1.39306
C 2.50556 7.54660 -1.00222
C 2.32554 6.06043 -1.13519
C 1.35829 5.53140 -1.98027
C 1.14585 4.16354 -2.05563
C 1.88930 3.32004 -1.25023
C 2.88851 3.82190 -0.42752
C 3.10138 5.18766 -0.37834
S 1.63849 1.55593 -1.36969
O 2.99057 0.94156 -1.56095
C 1.22872 1.25998 0.35823
C 1.95376 0.21395 0.97202
C 1.74764 -0.07131 2.28462
C 0.80143 0.67126 3.03673
C 0.55251 0.38397 4.40418
C -0.40766 1.05717 5.10102
C -1.18062 2.05030 4.45489
C -0.95916 2.34746 3.14222
C 0.05016 1.68145 2.39982
C 0.25975 1.97309 1.00859
C -0.57468 2.97289 0.30672
C -0.50117 4.34949 0.67207
C 0.40152 4.83487 1.64018
C 0.48774 6.19073 1.95043
C -0.31949 7.10758 1.29740
C -1.22050 6.66086 0.32975
C -1.33410 5.30452 -0.00598
C -2.23308 4.84505 -1.00995
C -2.29365 3.50045 -1.34679
C -1.48126 2.57882 -0.71672
S -1.64170 0.87714 -1.25040
O -2.50922 0.90156 -2.46891
C -2.69091 0.26018 0.06870
C -2.12216 -0.45674 1.10368
C -2.93484 -0.97118 2.10351
C -4.31233 -0.80135 2.05871
C -5.19690 -1.41204 3.11231
C -4.86483 -0.10153 0.98700
C -4.06405 0.42206 -0.01264
H 1.98728 8.07790 -1.80038
H 3.56158 7.82232 -1.03820
H 2.10076 7.89707 -0.05119
H 0.73057 6.19891 -2.55849
H 0.35567 3.75949 -2.67389
H 3.46980 3.14428 0.18349
H 3.85072 5.58880 0.29541
H 2.66106 -0.34548 0.38422
H 2.28912 -0.88033 2.75947
H 1.13670 -0.39580 4.88023
H -0.59015 0.82202 6.14318
H -1.96644 2.56154 4.99756
H -1.56317 3.08648 2.63371
H 1.05463 4.13418 2.14452
H 1.19947 6.52464 2.69696
H -0.25306 8.16394 1.53530
H -1.85611 7.37040 -0.19118
H -2.85750 5.56792 -1.52276
H -2.95704 3.14486 -2.12678
H -1.05819 -0.64731 1.11188
H -2.48743 -1.53357 2.91517
H -4.63063 -1.63913 4.01545
H -5.64085 -2.34511 2.75699
H -6.01423 -0.74089 3.38283
H -5.94152 0.01958 0.93050
H -4.47898 0.93961 -0.86692
C 4.70956 -2.64482 -3.69821
C 3.81883 -3.31405 -2.66111
C 3.73273 -4.81334 -2.93468
O 2.49846 -2.79143 -2.81396
B 1.90823 -2.56040 -1.56326
O 2.89694 -2.71772 -0.57935
C 4.17331 -2.96472 -1.17806
C 4.99791 -1.68766 -1.03191
C 4.83769 -4.09609 -0.40343
H 4.36840 -2.93051 -4.69412
H 5.75167 -2.95843 -3.58918
H 4.65439 -1.56170 -3.62070
H 3.36218 -4.95478 -3.95090
H 3.01890 -5.28481 -2.26011
H 4.70236 -5.30817 -2.84198
H 4.50491 -0.83785 -1.50973
H 5.99671 -1.79912 -1.45900
H 5.10354 -1.46299 0.03100
H 4.19201 -4.96931 -0.34998
H 5.03808 -3.75916 0.61501
H 5.78797 -4.38607 -0.86050
*
```

Here are the Löwdin charges for atoms 1 to 6, given in e: 0.11, -0.09, -0.36, -0.37, -0.15, 0.24

***

No. 3
ORCA calculation (wB97M-V/def2-TZVPD) on one molecule with the formula BH4N in a non-equilibrium geometry.

Values from the calculation:
- lowest unoccupied orbital energy (eV) = 0.72
- M (g mol⁻¹) = 28.85
- gap between HOMO and LUMO (eV) = 11.6738
- relative energy (zero: lowest compared OMol25 entry of this formula, charge and spin) (eV) = 1.009
- SMILES = BN

The geometry in ORCA input format:
```
! wB97M-V def2-TZVPD RIJCOSX def2/J DEFGRID3
* xyz 0 1
B 0.71010 -0.05544 -0.11606
N -0.65371 -0.06280 0.04048
H 1.30646 -1.06920 0.03708
H 1.39305 0.84235 -0.04478
H -1.21084 -0.82365 -0.05549
H -1.42545 0.90121 -0.09633
*
```

Atomic charges from the Löwdin analysis, expressed in e, are listed below: -0.25, 0.05, 0.01, -0.01, -0.01, 0.21

***

No. 4
ORCA calculation (wB97M-V/def2-TZVPD) on a 2-piece molecular cluster, C4H13N2OPS overall in a non-equilibrium geometry.

Values from the calculation:
- lowest unoccupied orbital energy (spin up / spin down) (eV) = -0.26 / -0.26
- M (g mol⁻¹) = 168.20
- gap between HOMO and LUMO (spin up / spin down) (eV) = 8.2088 / 8.2070
- relative energy (zero: lowest compared OMol25 entry of this formula, charge and spin) (eV) = 2.397

The geometry in ORCA input format:
```
! wB97M-V def2-TZVPD RIJCOSX def2/J DEFGRID3
* xyz 0 1
C -2.00131 -0.13879 -1.37232
C -2.03770 0.26188 1.07428
C 1.83378 -1.91503 -0.19487
C -1.13751 0.18283 -0.13658
N 2.19390 1.52306 1.46775
N -0.37433 1.33908 -0.37910
O 1.86324 -0.79889 0.67673
P 1.91839 0.64364 0.04034
S 3.26559 0.79279 -1.28273
H -2.37416 0.85569 -1.69521
H -1.48424 -0.56268 -2.19310
H -2.87654 -0.79809 -1.27201
H -1.93625 -0.68409 1.68038
H -3.03945 0.34908 0.73510
H -1.93324 1.10995 1.78195
H 2.82069 -2.30786 -0.08495
H 1.65484 -1.59818 -1.24539
H 0.88576 -2.60780 0.03078
H -0.51475 -0.74084 0.05275
H 2.00066 2.54977 1.55458
H 1.62510 0.95985 2.11700
H -0.35248 1.58464 -1.35540
*
```

Here are the Löwdin charges for atoms 1 to 6, given in e: -0.08, -0.09, -0.17, -0.62, -0.13, 0.00

***

No. 5
ORCA calculation (wB97M-V/def2-TZVPD) on C15H24N4O4 as an isolated structure in a non-equilibrium geometry.

Values from the calculation:
- lowest unoccupied orbital energy (eV) = 0.24
- M (g mol⁻¹) = 324.38
- gap between HOMO and LUMO (eV) = 8.3171
- relative energy (zero: lowest compared OMol25 entry of this formula, charge and spin) (eV) = 15.341

The geometry in ORCA input format:
```
! wB97M-V def2-TZVPD RIJCOSX def2/J DEFGRID3
* xyz 0 1
N -0.09047 -4.71624 -0.94505
C -0.35233 -3.58942 -0.40317
O -1.48763 -3.10450 -0.32494
C 0.71856 -2.88627 0.14124
N 1.86927 -3.57806 0.15175
O 2.55821 -2.53095 0.92509
C 1.74519 -1.49165 1.19298
N 0.59810 -1.55553 0.50229
C 2.31333 -0.11537 1.58962
H 2.63810 -0.46949 2.71133
C 3.62871 0.49132 1.04350
C 3.47029 0.44407 -0.58520
O 3.00623 -0.65080 -1.28188
N 4.22281 1.47249 -1.02311
H 4.77104 2.06745 -0.75682
O 4.13371 1.43520 -2.32914
H 3.68826 0.54015 -2.66903
H 3.96246 1.20176 1.50883
H 4.56044 -0.34416 1.19094
C 1.26806 1.00572 1.84226
C 0.89671 1.55197 0.27166
C -0.55980 2.30398 0.53999
H -0.51094 3.06966 -0.35422
H -0.63538 2.78356 1.50813
C -1.57017 1.35433 -0.04665
C -1.66953 0.85694 -1.29177
C -2.84502 -0.38932 -1.46223
C -4.13327 0.47296 -0.91723
C -4.07440 0.62862 0.69868
C -2.85643 1.66440 0.83138
H -2.76205 2.05350 1.77020
H -3.20162 2.59879 0.11403
H -4.90223 1.08777 1.01712
H -3.75001 -0.36595 1.11739
H -4.98076 -0.51373 -0.99138
H -4.44652 1.40314 -1.39950
H -2.95192 -0.42624 -2.69361
H -2.57170 -1.10535 -0.68293
H -0.83695 0.48820 -1.67337
H -2.12669 1.86870 -1.74322
H -1.22233 0.18641 0.88339
H 1.55611 2.36952 0.31772
H 0.84217 0.72598 -0.35772
H 0.34945 0.37591 2.18155
H 1.53248 1.81249 2.32381
H 0.97797 -5.06745 -1.05478
H -0.76955 -5.41452 -1.38787
*
```

Here are the Löwdin charges for atoms 1 to 6, given in e: 0.15, -0.59, 0.05, -0.30, 0.22, 0.00

***

Number 5 is which compound?
C15H24N4O4